This record from the OMol25 dataset describes a structure of composition C47H51Cl4MgN3O4P2. The level of theory is wB97M-V/def2-TZVPD.

Geometry (Å):
C 1.184 3.296 2.116
H 1.173 4.819 -1.386
C 0.264 -0.650 -5.187
C 6.152 0.550 -0.109
H -2.823 -3.991 3.038
H -1.166 -4.076 3.646
N 0.897 -2.351 -0.827
H -1.801 4.129 -0.549
H 0.746 -0.827 -3.108
C -2.582 -4.425 -1.220
H -0.541 4.481 -3.420
Cl 7.708 0.744 -0.870
C 2.624 -2.816 2.409
C 2.191 6.547 0.416
C 0.624 2.613 -3.232
H -0.419 -0.670 -7.225
O -0.840 -0.877 -0.907
C -3.331 -2.311 -2.059
H 3.176 -1.934 2.734
H -2.073 -2.473 -6.827
C -2.063 0.489 6.611
O 2.171 -4.251 -1.304
C -1.938 -3.392 3.287
H -3.020 -1.094 2.413
C -4.613 -2.580 -1.604
H -3.481 -2.322 1.212
C 1.173 -3.573 -1.420
H 1.547 7.292 0.895
Cl 5.110 0.352 -2.642
H 3.197 6.677 0.826
C 0.574 2.546 1.080
C 2.072 2.185 -3.500
H -1.281 -3.319 1.259
H -1.531 -0.320 7.115
Cl 4.601 0.433 3.604
H 0.223 -4.600 -2.968
H 1.212 4.707 -3.345
C 1.218 -2.830 3.028
H -5.397 -1.845 -1.743
H 0.995 0.134 -5.347
C 4.779 0.405 1.867
C -3.867 -4.697 -0.763
Cl 7.461 0.778 2.261
H -2.218 -2.723 4.103
H -3.114 -1.363 -2.536
N 0.005 1.304 1.294
C -1.452 -2.113 -6.014
C -0.282 -1.935 -1.255
C -1.754 2.174 -1.516
C -0.809 -2.210 -3.685
H -2.201 2.727 5.024
O 2.619 0.110 -1.008
H 2.596 -2.812 1.318
H 2.174 5.081 2.730
H -0.845 -1.296 5.007
H -2.280 4.158 -2.253
H -1.982 0.466 -2.843
C 1.328 -2.726 4.548
C 1.677 5.146 0.638
C -0.524 -1.103 -6.237
H -1.982 1.595 -0.614
H 3.171 -3.710 2.733
C 0.419 4.056 -3.711
H -2.280 2.028 -3.627
H 0.764 -3.790 2.767
C 0.651 3.097 -0.226
H -4.063 -5.627 -0.241
O 2.432 0.060 1.599
H 2.771 2.797 -2.922
C 0.123 -1.198 -3.919
C -0.505 1.055 2.555
H 0.387 -2.935 5.060
C -0.434 -0.211 3.207
H 1.266 2.838 3.095
C 6.045 0.566 1.267
H 1.667 -1.728 4.834
H -3.387 3.513 -1.043
C -2.653 -1.706 1.583
C -4.889 -3.779 -0.958
H -5.890 -3.990 -0.599
H 2.231 6.785 -0.650
C 1.706 4.553 1.903
H -3.488 1.349 -2.532
C -0.937 -0.341 4.508
C -2.303 -3.235 -1.880
C -1.198 2.075 3.260
C 3.620 0.231 1.112
H 2.318 2.309 -4.563
H -0.021 1.983 -3.857
P 0.094 -1.613 2.157
H -3.130 0.239 6.625
H -1.778 -5.131 -1.054
C -1.592 -2.662 -4.745
P 0.108 1.969 -1.555
N 0.067 -3.964 -2.205
C -2.410 1.460 -2.699
Mg 1.041 -0.205 0.161
H 2.069 -3.449 4.908
H -1.935 1.396 7.208
H -2.327 -3.441 -4.571
C 3.728 0.240 -0.338
C -2.330 3.577 -1.329
C -1.688 1.903 4.535
H 2.262 1.153 -3.203
C 4.992 0.385 -0.900
C -1.544 0.686 5.207
C 1.166 4.386 -0.399
H -2.345 -1.034 0.780
H 0.478 4.078 -4.805
C -0.889 -2.881 -2.311
C -1.500 -2.598 2.057
H -1.329 3.030 2.765

Forces on atoms 1 to 6 (eV/Å):
C 0.1 0.0 0.0
H 0.0 0.0 -0.2
C 0.0 0.0 0.0
C -0.1 0.0 0.1
H 0.0 0.0 0.0
H 0.0 0.0 0.0

The calculation puts the lowest unoccupied orbital energy at 4.01 eV. The value obtained for the gap between HOMO and LUMO is 5.4 eV. The value obtained for the HOMO energy is -1.3642 eV. The charge is -2.

Results of the Löwdin charge analysis, in e, for atoms 1 through 99: C -0.03; H 0.07; C -0.07; C -0.73; H 0.07; H 0.06; N 0.16; H 0.06; H 0.11; C -0.03; H 0.05; Cl 0.57; C -0.12; C -0.08; C -0.53; H 0.09; O -0.06; C -0.02; H 0.04; H 0.09; C -0.08; O 0.05; C -0.12; H 0.08; C -0.08; H 0.06; C -0.52; H 0.06; Cl 0.63; H 0.07; C -0.31; C -0.15; H 0.09; H 0.07; Cl 0.63; H 0.14; H 0.05; C -0.51; H 0.10; H 0.10; C -0.61; C -0.10; Cl 0.58; H 0.06; H 0.10; N -0.02; C -0.10; C -0.50; C -0.53; C -0.13; H 0.10; O -0.18; H 0.06; H 0.10; H 0.07; H 0.05; H 0.04; C -0.12; C -0.30; C -0.10; H 0.09; H 0.07; C -0.12; H 0.07; H 0.09; C -0.28; H 0.09; O -0.18; H 0.08; C 0.00; C -0.29; H 0.05; C -0.26; H 0.12; C -0.73; H 0.08; H 0.07; C -0.11; C -0.12; H 0.09; H 0.06; C -0.06; H 0.07; C -0.08; C -0.14; C -0.04; C -0.40; H 0.07; H 0.07; P 1.12; H 0.07; H 0.11; C -0.04; P 1.13; N 0.14; C -0.13; Mg 0.48; H 0.07; H 0.06

=====

This record from the OMol25 dataset describes a structure of composition C47H52BN7PSTl. The level of theory is wB97M-V/def2-TZVPD.

Geometry (Å):
H 2.471 -3.869 0.805
C 3.704 1.255 0.379
H -1.441 0.449 1.504
C -5.279 2.099 -1.949
C -0.895 -3.185 -1.815
C -0.541 -2.939 2.375
N 1.075 4.030 -1.395
C -3.802 2.170 -2.322
C -0.881 -4.892 -0.067
H -4.498 4.063 -0.043
H -2.548 -3.708 2.372
H -1.463 -4.609 -4.874
C 2.031 3.208 -3.135
C -1.635 -3.594 2.945
H -3.265 -3.085 -0.105
H 4.074 3.240 -5.036
C 1.722 0.547 4.522
H -3.731 2.698 -3.281
H 4.087 2.039 1.032
H 5.117 -2.406 3.039
H 2.078 3.472 4.116
C -3.209 0.777 -2.511
C 0.608 -2.779 3.146
H 2.680 0.538 4.005
H 0.470 0.074 2.844
C -3.347 -2.088 0.313
C -0.417 -3.919 4.995
H -5.681 0.258 1.044
C -3.566 0.490 1.319
N 0.352 2.300 1.570
H -2.151 0.841 -2.755
H -0.374 -4.295 6.010
H 2.521 3.530 -5.828
H -0.783 -5.177 0.974
H 4.051 -4.179 0.101
N -1.275 3.820 -0.389
C 1.700 5.057 -2.002
N 0.711 3.537 1.162
C -2.320 -0.113 1.205
H 3.810 -4.362 1.849
H 2.800 0.616 -2.648
H -2.434 -4.584 4.668
H 1.566 -0.435 4.974
H -5.828 1.505 -2.683
C 1.439 4.147 2.114
H -3.635 1.510 1.676
H -3.712 0.240 -3.320
C -2.331 4.354 0.249
C -1.255 -3.841 -4.137
H 1.461 -2.257 2.726
H 1.635 6.051 -1.592
C -1.077 -2.537 -4.504
H -0.646 1.797 5.104
N 1.280 2.891 -2.088
C 4.667 -1.830 2.246
C 2.425 2.158 -4.139
H -1.446 -6.318 -3.098
H -5.405 1.627 -0.973
N 3.503 -1.271 0.439
C -1.111 -5.894 -1.039
C 0.675 -3.267 4.446
H -1.146 -2.259 -5.551
C 3.295 1.079 -3.499
C 1.562 3.291 3.188
H 5.224 0.301 2.723
H 2.637 1.436 0.240
H -0.966 0.069 4.863
C -3.012 2.970 -1.319
N -1.683 2.966 -1.350
C -4.593 -1.492 0.436
Tl 0.241 0.388 -0.985
C 0.856 2.140 2.788
H -1.566 1.256 3.696
C 3.135 2.771 -5.342
C 3.933 -2.355 1.237
C 0.579 0.887 3.570
C -0.697 -1.812 -2.181
H -1.179 -6.931 -0.731
H 0.249 5.411 0.092
H -3.303 0.182 -1.598
C -3.480 3.844 -0.317
S 2.467 -2.461 -1.752
H -5.734 3.091 -1.909
P -0.520 -2.179 0.694
H 1.775 1.281 5.331
H 4.232 1.515 -3.140
C 3.545 -3.766 0.975
C -2.195 -1.411 0.715
C -0.732 1.007 4.353
C 2.332 4.583 -3.130
C -1.150 -4.201 -2.772
C -0.785 -1.550 -3.532
H 1.804 5.150 1.962
H -2.187 5.065 1.047
C -1.258 -5.553 -2.351
C 3.972 -0.069 1.003
H 2.911 5.145 -3.843
C 2.808 -1.323 -0.715
H 1.578 -3.127 5.028
C -1.574 -4.082 4.240
C -4.706 -0.206 0.950
H 4.182 1.348 -0.598
H 3.534 0.289 -4.216
H -5.479 -2.032 0.123
H 1.503 1.685 -4.495
C -0.796 -3.578 -0.439
B 0.195 4.222 -0.138
H -0.617 -0.539 -3.905
H 3.371 2.000 -6.078
C 4.706 -0.401 2.090

Forces on atoms 1 to 6 (eV/Å):
H 0.0 0.0 0.0
C 0.0 0.0 0.0
H 0.0 0.0 0.0
C 0.0 0.0 0.0
C 0.1 0.0 0.1
C 0.1 0.0 0.0

Its energy above the lowest of the compared OMol25 structures with the same formula, charge and spin is 0.00 kJ/mol. The calculation puts the lowest unoccupied orbital energy (spin up / spin down) at 2.39 / 1.66 eV. The value obtained for the gap between HOMO and LUMO (spin up / spin down) is 6.5 / 5.9 eV. The value obtained for the HOMO energy (spin up / spin down) is -4.1287 / -4.1967 eV. The charge is -1. The expectation value of S² is 0.76. Its multiplicity is 2.

Results of the Löwdin charge analysis, in e, for atoms 1 through 99: H 0.06; C -0.02; H 0.05; C -0.08; C -0.26; C -0.35; N -0.03; C -0.36; C -0.09; H 0.09; H 0.10; H 0.10; C -0.30; C -0.09; H 0.11; H 0.08; C -0.07; H 0.13; H 0.09; H 0.10; H 0.09; C -0.07; C -0.11; H 0.06; H 0.10; C -0.09; C -0.10; H 0.10; C -0.08; N 0.09; H 0.03; H 0.10; H 0.08; H 0.09; H 0.07; N -0.03; C -0.09; N -0.03; C -0.12; H 0.08; H 0.01; H 0.10; H 0.06; H 0.07; C -0.10; H 0.10; H 0.08; C -0.09; C -0.07; H 0.09; H 0.10; C -0.10; H 0.08; N 0.06; C -0.04; C -0.37; H 0.10; H 0.06; N -0.07; C -0.10; C -0.09; H 0.09; C -0.07; C -0.03; H 0.10; H 0.02; H 0.08; C -0.29; N 0.11; C -0.09; Tl 0.78; C -0.30; H 0.06; C -0.09; C -0.29; C -0.37; C -0.26; H 0.09; H 0.11; H 0.07; C -0.04; S 0.81; H 0.07; P 1.04; H 0.08; H 0.08; C -0.06; C -0.37; C -0.06; C -0.03; C -0.18; C -0.19; H 0.11; H 0.12; C -0.05; C -0.26; H 0.09; C -0.65; H 0.10

=====

Q: Which formula does entry 2 have?
A: C47H52BN7PSTl

=====

Q: Among the records above, which one has the highest charge?
A: C47H52BN7PSTl

=====

Q: charge of number 1 (C47H51Cl4MgN3O4P2)?
A: -2